Record 1
DFT (the ωB97M-V functional and the def2-TZVPD basis) results for the molecule CFN5O2 at a distorted geometry.

Its net charge is 0. For the energy relative to the best compared isomer or geometry (same formula, charge and spin), the calculation gives 0.00 kcal per mole. Its frontier orbital gap is 10.759 eV.

CARTESIAN COORDINATES (ANGSTROEM)
C: -0.38222 -0.56223 0.99711
N: -1.65155 -0.51753 1.16222
N: 0.01101 0.01013 -0.20097
N: -2.10789 0.05052 -0.02030
N: -1.17650 0.35711 -0.78245
N: 1.32332 0.45859 -0.84456
O: 2.28890 0.45025 -0.14774
O: 1.16630 0.81007 -1.92053
F: 0.52863 -1.05690 1.75722

Force components x, y, z for each atom (eV/Å):
C 1.2 0.8 -0.8
N 0.3 -0.3 -0.4
N -1.4 -0.5 0.8
N -0.5 -0.2 1.0
N 1.3 0.8 -1.6
N -0.4 -0.6 3.0
O -0.3 -0.5 0.5
O -0.4 0.9 -3.5
F 0.2 -0.3 0.8

=====

Record 2
DFT (the ωB97M-V functional and the def2-TZVPD basis) results for a structure of composition CFO4PmS at a distorted geometry.

Its net charge is 0. Its frontier orbital gap (alpha / beta) is 6.156 / 6.186 eV. As for the multiplicity: 5.

CARTESIAN COORDINATES (ANGSTROEM)
S: -1.71332 -0.32288 0.49976
F: -1.35335 -1.81179 1.20158
O: -1.57078 0.62407 1.61149
O: -0.45045 -0.16902 -0.43847
C: 1.27745 -0.10290 0.04414
O: 1.77472 0.53919 -0.86705
O: 1.54603 -0.50328 1.13498
Pm: 0.48970 1.74660 -3.18643

Force components x, y, z for each atom (eV/Å):
S 1.7 0.5 1.4
F -0.2 1.0 -0.6
O -0.4 -1.1 -1.3
O -0.5 -0.4 0.3
C 0.9 0.9 2.2
O -0.8 0.1 -1.5
O -1.2 -0.1 -1.9
Pm 0.4 -0.9 1.6

=====

Record 3
DFT (the ωB97M-V functional and the def2-TZVPD basis) results for a structure of composition CH10ClINO7P3Ta at a distorted geometry.

Its net charge is -1. Its frontier orbital gap is 6.038 eV.

CARTESIAN COORDINATES (ANGSTROEM)
C: 1.55659 2.20337 -0.10118
P: 0.51444 1.23577 1.10974
O: -0.73495 2.34386 1.28654
Ta: -0.31171 -0.87047 -0.16381
N: -0.29700 -2.02906 1.36460
Cl: -0.61337 0.53274 -2.12229
I: -0.69839 -2.97725 -1.97230
P: -2.82568 -0.32572 0.49410
O: -3.18552 -0.93570 1.79779
O: -3.69754 -0.92409 -0.74891
O: -3.33270 1.23083 0.40219
P: 2.32696 -1.05613 -0.27832
O: 2.61963 -2.47168 0.08965
O: 3.25301 -0.03539 0.58587
O: 2.90155 -0.61388 -1.73692
H: 2.53008 2.43024 0.34054
H: 1.03869 3.14768 -0.30884
H: 1.71580 1.70333 -1.05910
H: -0.99970 2.75685 0.45906
H: -1.18256 -2.22622 1.83341
H: 0.30866 -2.84814 1.31808
H: -4.39511 -0.31650 -1.00547
H: -2.79236 1.70104 -0.24293
H: 3.86204 -0.57655 1.10265
H: 2.43915 -1.07894 -2.44418

Force components x, y, z for each atom (eV/Å):
C 0.1 0.1 -0.1
P 0.3 0.2 0.1
O -0.2 0.0 0.1
Ta 0.2 0.2 -1.5
N -0.7 -0.9 0.2
Cl -0.2 0.3 0.0
I 0.3 0.1 0.1
P 0.1 0.3 0.5
O -0.1 0.1 -0.2
O 0.2 -0.3 0.0
O 0.0 -0.2 0.1
P 0.0 0.1 0.2
O 0.0 0.2 0.0
O -0.1 -0.2 -0.1
O -0.1 -0.1 0.0
H -0.1 0.0 -0.1
H 0.1 -0.1 0.1
H 0.0 0.0 0.1
H 0.0 0.0 -0.1
H 0.2 0.1 0.3
H 0.1 0.1 0.2
H -0.1 0.1 0.0
H 0.0 0.0 0.0
H 0.0 0.0 0.1
H -0.1 0.0 0.0

=====

Record 4
DFT (the ωB97M-V functional and the def2-TZVPD basis) results for a structure of composition CH10F5N2OTeTi at a distorted geometry.

Its net charge is -1. Its frontier orbital gap (alpha / beta) is 4.311 / 5.187 eV. As for the multiplicity: 3.

CARTESIAN COORDINATES (ANGSTROEM)
C: 1.59906 1.47945 -0.60443
Ti: -0.06380 0.27594 -0.60828
N: -1.26167 -1.66734 -0.60847
N: -0.16965 0.30700 -2.82158
H: -2.25591 -1.48187 -0.43624
H: 1.48257 -0.39451 -0.60233
H: 2.18161 1.40939 0.32421
H: 1.10489 2.47454 -0.69650
H: 2.28335 1.36199 -1.47461
H: -1.08272 0.48494 -3.24308
H: 0.17247 -0.57232 -3.22494
H: 0.46339 1.03597 -3.17785
H: -1.16629 -2.14396 -1.51009
H: -0.96477 -2.29767 0.13976
F: 0.40084 -0.63186 4.41284
Te: -0.36205 -0.02387 2.73179
F: -2.23608 0.03875 3.17136
F: -0.72600 -1.81422 2.07172
F: 0.12417 1.75698 3.21142
F: 1.38981 -0.26058 1.95353
O: -0.91323 0.66325 0.99175

Force components x, y, z for each atom (eV/Å):
C 0.7 1.5 -0.8
Ti 0.5 -0.4 0.9
N -0.4 -0.6 -0.8
N -0.1 0.1 -1.3
H 0.5 0.0 -0.1
H -0.1 -1.7 -0.5
H -0.1 0.2 -0.3
H 0.3 0.3 0.2
H -0.2 0.2 0.4
H 0.2 0.0 0.0
H -0.1 0.3 0.3
H -0.3 -0.3 0.4
H -0.2 -0.1 0.5
H 0.1 0.4 0.0
F 0.5 -0.6 1.3
Te 0.0 0.9 -2.3
F -1.4 0.1 0.7
F -0.1 -1.3 -0.2
F 0.2 1.1 0.4
F 0.4 -0.1 0.1
O -0.3 0.2 0.9

=====

Record 5
DFT (the ωB97M-V functional and the def2-TZVPD basis) results for a cluster of 3 separate species, CH10N2O2 in total at a distorted geometry.

Its net charge is 0. For the energy relative to the best compared isomer or geometry (same formula, charge and spin), the calculation gives 27.34 kcal per mole. Its frontier orbital gap is 9.692 eV.

CARTESIAN COORDINATES (ANGSTROEM)
N: 0.97977 -1.61183 1.06041
C: 1.71397 -0.64820 0.09153
N: 0.97373 0.50239 -0.21542
H: 1.17283 -1.23846 2.02465
H: -0.01969 -1.43093 0.82875
H: 2.72758 -0.39636 0.16984
H: 1.80076 -1.34897 -0.76864
H: 0.15373 0.37757 -0.80216
H: 0.93449 1.32776 0.33927
H: 1.15810 2.98783 -3.28804
H: 0.49500 1.97230 -2.40110
O: 0.33005 2.59650 -3.13726
H: -4.93611 -1.17016 2.17631
H: -3.41300 -0.62731 2.08684
O: -4.07122 -1.29212 1.83502

Force components x, y, z for each atom (eV/Å):
N 1.3 1.9 0.7
C -2.3 -2.9 -0.9
N -0.9 0.7 -2.0
H -0.7 -0.6 -1.1
H 1.0 -0.2 0.6
H 1.5 0.1 1.7
H -0.5 0.9 -0.2
H 0.2 0.0 0.5
H 0.2 0.1 0.6
H 1.7 0.9 -0.4
H -0.1 0.5 -0.6
O -1.6 -1.4 1.0
H -0.8 0.8 0.8
H -1.0 -0.1 0.2
O 1.8 -0.7 -1.0

=====

Record 6
DFT (the ωB97M-V functional and the def2-TZVPD basis) results for a cluster of 2 separate species, CH10N3 in total at a distorted geometry.

Its net charge is +1. For the energy relative to the best compared isomer or geometry (same formula, charge and spin), the calculation gives 15.59 kcal per mole. Its frontier orbital gap is 11.481 eV.

CARTESIAN COORDINATES (ANGSTROEM)
N: 2.28461 0.92769 -0.01354
H: 2.56561 0.70933 0.88797
H: 2.68390 0.32335 -0.70311
H: 0.48354 0.81764 0.16618
H: 2.69400 1.83976 -0.19544
N: -1.58121 -1.37715 0.60765
C: -1.12628 -0.64416 -0.48754
N: -0.53987 0.67935 -0.02553
H: -0.96594 -2.07184 0.85806
H: -2.60730 -1.75147 0.75808
H: -0.25183 -1.13501 -0.95680
H: -1.90705 -0.40429 -1.12662
H: -0.89859 0.73183 0.89513
H: -0.83360 1.35496 -0.66450

Force components x, y, z for each atom (eV/Å):
N -1.0 1.5 -1.5
H 1.0 -1.0 1.9
H 0.3 -0.6 -0.1
H 0.7 -0.7 -1.2
H -0.2 0.1 -0.1
N -3.8 -0.1 1.1
C 2.2 -1.2 0.4
N 0.4 -1.1 1.0
H 1.4 -1.8 0.9
H 2.8 1.5 -1.0
H -0.8 0.1 -0.3
H -1.1 0.4 -1.5
H -1.3 1.0 1.2
H -0.7 2.0 -0.7

=====

Record 7
DFT (the ωB97M-V functional and the def2-TZVPD basis) results for a cluster of 3 separate species, CH10N3O2 in total at a distorted geometry.

Its net charge is 0. For the energy relative to the best compared isomer or geometry (same formula, charge and spin), the calculation gives 21.13 kcal per mole. Its frontier orbital gap (alpha / beta) is 3.758 / 9.890 eV. As for the multiplicity: 2.

CARTESIAN COORDINATES (ANGSTROEM)
N: -0.80046 0.58834 -0.32430
C: -1.34885 -0.52166 0.14777
N: -0.73471 -0.97132 1.27274
N: -2.39013 -1.02615 -0.56415
H: 0.09694 1.01598 -0.00131
H: -1.21324 0.91036 -1.22111
H: 0.27801 -1.10756 1.34244
H: -1.41643 -1.55418 1.77822
H: -2.78135 -0.55162 -1.37714
H: -3.07346 -1.66008 -0.25566
H: 2.43569 1.26879 0.76010
H: 1.73364 1.77537 1.99665
O: 1.61203 1.15843 1.26321
H: 3.27103 0.59332 -2.28315
H: 2.07166 -0.30080 -1.86405
O: 2.65894 0.41710 -1.56967

Force components x, y, z for each atom (eV/Å):
N 0.8 3.0 -2.9
C 0.0 1.4 1.6
N -2.2 -1.8 0.9
N -0.7 -0.7 -1.6
H -1.2 -0.9 -0.2
H 1.1 -0.1 1.0
H 0.1 -0.4 -0.2
H 1.6 0.1 0.1
H 0.9 0.2 0.3
H -0.2 -0.8 1.1
H -0.3 -0.3 -0.2
H -0.3 -0.1 0.0
O 0.7 0.4 0.1
H 0.1 -0.1 -0.3
H 0.3 0.4 0.1
O -0.4 -0.2 0.3

=====

Record 8
DFT (the ωB97M-V functional and the def2-TZVPD basis) results for a cluster of 3 separate species, CH10N3O2 in total at a distorted geometry.

Its net charge is +1. For the energy relative to the best compared isomer or geometry (same formula, charge and spin), the calculation gives 18.40 kcal per mole. Its frontier orbital gap is 11.784 eV.

CARTESIAN COORDINATES (ANGSTROEM)
N: -0.52171 0.72905 0.89789
C: -1.50616 0.53197 0.04214
N: -1.30941 -0.28756 -0.99920
N: -2.73405 1.04825 0.25485
H: 0.36475 0.22711 0.69307
H: -0.75733 1.24087 1.72935
H: -2.07713 -0.50139 -1.61147
H: -0.61495 -1.01219 -0.91562
H: -2.94885 1.42611 1.16007
H: -3.29954 1.26202 -0.54656
H: 1.85545 -1.26026 1.68885
H: 1.64446 -1.95845 0.42357
O: 1.20095 -1.29621 0.97481
H: 4.04510 0.39101 -0.83213
H: 3.42279 -0.44956 -1.91750
O: 3.23563 -0.09074 -1.04212

Force components x, y, z for each atom (eV/Å):
N -0.5 -0.2 -0.9
C -0.3 -0.6 0.5
N 0.0 0.2 -0.2
N 0.8 -0.1 -0.3
H -0.5 0.3 0.9
H 0.7 0.1 0.2
H -0.1 0.0 0.1
H 0.3 0.2 -0.1
H -0.1 0.4 -0.2
H -0.4 0.0 0.2
H -0.3 0.4 0.2
H -0.3 0.2 -0.4
O 0.8 -0.8 0.1
H -0.1 0.0 0.1
H -0.1 0.0 0.0
O 0.2 -0.1 -0.1

=====

Record 9
DFT (the ωB97M-V functional and the def2-TZVPD basis) results for a structure of composition CH10Na6O8 at a distorted geometry.

Its net charge is +4. For the energy relative to the best compared isomer or geometry (same formula, charge and spin), the calculation gives 36.27 kcal per mole. Its frontier orbital gap is 3.767 eV.

CARTESIAN COORDINATES (ANGSTROEM)
Na: -1.72237 2.94597 -3.73716
Na: -1.94892 -4.45652 -3.52891
Na: -2.83458 -2.53735 0.96875
Na: 0.64580 -0.36430 -4.67661
Na: 3.23885 1.78797 -1.50620
Na: 2.41943 -3.16483 -1.66901
C: -0.07364 -0.34257 -0.90854
O: -0.41115 0.76259 -1.24694
O: 0.94091 -0.39901 -0.19905
O: -0.51136 -1.38473 -1.35678
O: -0.21620 4.45105 -0.15648
H: -0.11024 3.54644 -0.45093
H: 0.59631 4.64851 0.30943
O: -4.22806 0.31265 -2.64787
H: -3.40189 0.01392 -2.26781
H: -4.24780 -0.08214 -3.51965
O: 0.61973 1.90702 3.12119
H: 0.64921 1.28893 2.39090
H: 1.19369 2.62417 2.85195
O: -0.45356 -2.36098 3.26774
H: -0.40658 -2.55805 4.20325
H: 0.45875 -2.25211 2.99930
O: 3.14462 -1.81104 2.71168
H: 3.77938 -1.22923 3.12979
H: 2.87963 -1.34634 1.91792

Force components x, y, z for each atom (eV/Å):
Na -0.5 0.4 0.6
Na -0.4 -0.4 -0.1
Na 0.4 0.4 0.7
Na -0.2 0.1 0.2
Na -0.2 0.1 0.8
Na -0.1 0.2 0.9
C 3.8 0.4 1.0
O -3.2 6.1 -3.2
O 4.4 -0.8 2.9
O -3.7 -6.3 -3.2
O 0.0 0.0 -0.6
H -0.2 -0.5 0.3
H 0.1 0.3 0.3
O 0.3 0.2 -0.1
H 0.4 0.0 0.4
H -0.4 -0.1 -0.3
O 0.0 -0.1 0.0
H -0.1 -0.3 -0.2
H 0.1 0.3 0.2
O -0.5 -0.1 -0.7
H -0.1 0.0 0.4
H 0.4 0.1 0.0
O -0.3 -0.4 -0.3
H 0.2 0.1 0.4
H -0.2 0.3 -0.1

=====

Record 10
DFT (the ωB97M-V functional and the def2-TZVPD basis) results for a cluster of 4 separate species, CH11N2O3 in total at a distorted geometry.

Its net charge is +1. For the energy relative to the best compared isomer or geometry (same formula, charge and spin), the calculation gives 50.81 kcal per mole. Its frontier orbital gap is 11.331 eV.

CARTESIAN COORDINATES (ANGSTROEM)
N: 0.08845 0.44304 0.02360
C: -0.78267 1.28254 -0.57839
N: -1.15669 0.82011 -1.78206
H: 0.42562 -0.48730 -0.33815
H: 0.44126 0.70317 0.92901
H: -1.32027 2.09163 -0.10286
H: -1.62621 1.41409 -2.36639
H: -0.89031 -0.17851 -2.21709
H: 0.13014 2.21437 2.64670
H: 0.47369 2.98707 1.42492
O: -0.00382 2.28089 1.73515
H: 1.07765 -2.59781 1.55061
H: 1.44880 -1.47070 2.57348
O: 1.02166 -1.59604 1.70233
H: -0.40493 -3.05402 -1.45759
H: 0.77183 -2.68765 -2.23838
O: 0.30578 -2.16488 -1.50489

Force components x, y, z for each atom (eV/Å):
N -0.7 1.0 -0.3
C 1.6 -5.5 -1.1
N 1.3 -2.7 0.4
H -0.7 1.5 0.0
H -0.3 -0.1 0.1
H 0.7 0.3 -0.1
H -1.7 1.5 -1.7
H -0.4 3.1 1.7
H 0.3 0.1 2.3
H 1.9 2.8 -0.9
O -2.0 -2.0 -0.5
H -0.1 2.2 0.3
H -0.3 -0.2 -0.6
O 0.5 -2.1 0.3
H 2.3 4.1 0.6
H 0.1 1.8 1.1
O -2.5 -5.8 -1.8

=====

Which formula does entry 7 have? CH10N3O2

=====

Which value of net charge does entry 9 give? +4